## one
15
Properties=species:S:1:pos:R:3 method="wB97M-V/def2-TZVPD" orbital_gap_ev=9.94 charge=0 e_lumo_ev=0.86 smiles="C/C=C/C.O" e_homo_ev=-9.1
C 0.443 1.317 -0.671
C 0.802 0.029 -0.562
C 1.351 2.455 -1.047
C -0.133 -1.108 -0.151
H -0.599 1.627 -0.513
H 1.857 -0.252 -0.675
H 1.288 3.340 -0.392
H 1.116 2.764 -2.080
H 2.384 2.070 -1.021
H 0.323 -1.690 0.668
H -0.359 -1.794 -0.985
H -1.078 -0.671 0.212
O -2.161 -2.460 2.518
H -2.898 -2.799 3.076
H -2.337 -2.829 1.623


## two
15
Properties=species:S:1:pos:R:3 method="wB97M-V/def2-TZVPD" orbital_gap_ev=8.63 charge=0 e_lumo_ev=0.96 e_homo_ev=-7.7
C 2.132 0.014 -0.401
C 0.753 -0.458 0.070
C -0.164 0.729 -0.074
C -2.006 -0.423 -0.642
O -0.534 1.193 1.134
H 2.473 0.870 0.192
H 2.094 0.330 -1.450
H 2.865 -0.790 -0.304
H 0.446 -1.325 -0.531
H 0.784 -0.778 1.120
H -1.161 0.507 -0.819
H -1.906 -0.933 -1.600
H -1.931 -1.143 0.179
H -2.945 0.127 -0.564
H -0.946 2.056 0.981


## three
15
Properties=species:S:1:pos:R:3 method="wB97M-V/def2-TZVPD" orbital_gap_ev=10.55 charge=0 e_lumo_ev=0.77 smiles="C=C.CCO" e_homo_ev=-9.8
C -4.637 0.528 1.296
C -3.563 0.566 0.514
H -5.512 1.149 1.157
H -4.730 -0.394 1.890
H -3.540 0.806 -0.546
H -2.669 -0.036 0.667
C 2.495 -0.141 -0.007
O 3.103 1.145 0.003
C 3.013 -1.064 -1.087
H 2.748 -0.550 0.963
H 1.425 -0.013 -0.124
H 2.631 1.831 -0.468
H 3.889 -1.677 -0.938
H 2.161 -1.711 -1.344
H 3.185 -0.439 -1.976


Least stable of them? two.


## one
15
Properties=species:S:1:pos:R:3 method="wB97M-V/def2-TZVPD" orbital_gap_ev=10.88 charge=0 e_lumo_ev=1.16 smiles=COC(C)C e_homo_ev=-9.7
C 1.903 -0.350 -0.680
O 0.923 -0.561 0.301
C -0.210 0.284 0.160
C -1.220 -0.319 -0.813
C -0.798 0.474 1.550
H 2.677 -1.109 -0.535
H 2.363 0.646 -0.581
H 1.504 -0.445 -1.701
H 0.124 1.263 -0.225
H -1.647 -1.237 -0.393
H -0.751 -0.569 -1.772
H -2.038 0.382 -1.010
H -1.661 1.148 1.522
H -0.043 0.885 2.227
H -1.127 -0.491 1.952


## two
15
Properties=species:S:1:pos:R:3 method="wB97M-V/def2-TZVPD" orbital_gap_ev=7.70 charge=0 e_lumo_ev=0.77 e_homo_ev=-6.9
C 2.012 -0.126 0.031
C 0.917 -0.050 -1.006
C -0.289 0.669 -0.792
C -1.766 -0.683 0.328
O -0.326 1.652 0.125
H 1.582 -0.089 1.041
H 2.735 0.700 -0.042
H 2.571 -1.066 -0.061
H 1.104 -0.398 -2.022
H -0.216 -0.645 -0.479
H -0.990 0.701 -1.625
H -1.977 -1.679 -0.090
H -1.469 -0.772 1.382
H -2.690 -0.085 0.262
H -1.251 1.780 0.390


Least stable of them? two.